The following is a quantum chemistry calculation of a 2-piece molecular cluster, C4H14NO overall, from the OMol25 dataset.

Computed properties:
LUMO energy in eV: -2.96
Frontier orbital gap in eV: 13.30
Total charge: +1

Each atom is followed by the atoms it is bonded to, with distances in Å.
Atoms and positions in Å:
1 C -1.00 -0.93 1.89  C2 1.538, H6 1.105, H7 1.087, H8 1.090
2 C -0.77 -1.35 0.43  C1 1.538, N3 1.496, H9 1.091, H10 1.082
3 N 0.04 -0.34 -0.33  C2 1.496, C4 1.510, H11 1.042, H12 1.017
4 C 1.38 -0.09 0.33  N3 1.510, C5 1.502, H13 1.092, H14 1.094
5 C 2.16 0.97 -0.40  C4 1.502, H15 1.109, H16 1.105, H17 1.080
6 H -0.15 -0.89 2.59  C1 1.105
7 H -1.74 -1.61 2.29  C1 1.087
8 H -1.49 0.04 1.92  C1 1.090
9 H -0.28 -2.32 0.50  C2 1.091
10 H -1.73 -1.57 -0.03  C2 1.082
11 H -0.51 0.55 -0.35  N3 1.042
12 H 0.30 -0.67 -1.25  N3 1.017
13 H 1.90 -1.02 0.53  C4 1.092
14 H 1.27 0.10 1.40  C4 1.094
15 H 1.73 1.97 -0.20  C5 1.109
16 H 3.12 1.08 0.13  C5 1.105
17 H 2.44 0.82 -1.43  C5 1.080
18 H -2.31 1.18 -2.08  O20 0.978
19 H -1.24 2.25 -1.95  O20 0.965
20 O -1.48 1.38 -1.60  H18 0.978, H19 0.965